Record 1
Below is a cluster of 2 separate species, ClFH2 in total, with properties calculated with ωB97M-V with the def2-TZVPD basis set.

Last column: natural (NBO) charge in e.
Geometry (Å):
H  0.04403  -0.69464  0.15728  0.219
H  -0.75325  -0.29729  1.46676  0.539
F  -0.52117  0.56353  1.72394  -0.533
Cl  0.31763  -0.23999  -1.00820  -0.225

Results
orbital gap: 12.280 eV
charge: 0
HOMO: -0.43778 Eh
SMILES: Cl.F

Record 2
Below is a cluster of 2 separate species, ClFH2N2 in total in a non-equilibrium geometry, with properties calculated with ωB97M-V with the def2-TZVPD basis set.

Last column: natural (NBO) charge in e.
Geometry (Å):
N  -0.12909  -0.14908  -0.81170  -0.510
N  -0.08992  -0.46083  0.45274  0.064
F  1.45731  0.21278  1.37105  -0.561
Cl  -1.14816  0.51252  1.32129  0.200
H  0.45371  -0.80131  -1.27289  0.418
H  -0.54385  0.68591  -1.06048  0.390

Results
orbital gap (spin up / spin down): 9.519 / 9.514 eV
charge: 0
HOMO (spin up / spin down): -0.37657 / -0.37639 Eh

Record 3
Below is a cluster of 2 separate species, ClFH2NOP in total in a non-equilibrium geometry, with properties calculated with ωB97M-V with the def2-TZVPD basis set.

Last column: natural (NBO) charge in e.
Geometry (Å):
N  1.49600  0.01300  -0.42926  -1.126
O  -0.93404  -1.30102  -0.37648  -0.942
F  0.03743  -0.49068  1.67906  -0.527
P  0.06051  -0.14148  0.13873  2.194
Cl  -1.34113  2.62057  -0.07190  -0.549
H  1.96354  0.60738  0.31451  0.407
H  -1.28230  -1.30777  -1.25466  0.541

Results
orbital gap (spin up / spin down): 7.066 / 7.045 eV
charge: 0
HOMO (spin up / spin down): -0.37076 / -0.37038 Eh

Record 4
Below is the molecule ClFH2Si in a non-equilibrium geometry, with properties calculated with ωB97M-V with the def2-TZVPD basis set.

Last column: natural (NBO) charge in e.
Geometry (Å):
F  -0.06174  1.56109  -0.15608  -0.653
Si  -0.11163  -0.09832  -0.11859  1.448
Cl  1.71480  -0.74674  0.04051  -0.352
H  -0.98583  -0.42665  -1.09036  -0.223
H  -0.55560  -0.28938  1.32452  -0.220

Results
orbital gap: 12.205 eV
charge: 0
HOMO: -0.41807 Eh
SMILES: F[SiH2]Cl

Record 5
Below is the molecule ClFH2Si in a non-equilibrium geometry, with properties calculated with ωB97M-V with the def2-TZVPD basis set.

Last column: natural (NBO) charge in e.
Geometry (Å):
F  0.72917  -1.88264  -0.00262  -0.653
Si  0.57155  -0.27134  0.03468  1.432
Cl  2.49404  0.27416  -0.01478  -0.367
H  -0.52184  -0.13143  0.96214  -0.194
H  0.18802  0.28992  -1.33583  -0.218

Results
orbital gap: 12.029 eV
charge: 0
HOMO: -0.41639 Eh
SMILES: F[SiH2]Cl

Record 6
Below is a cluster of 2 separate species, ClFH4Si2 in total in a non-equilibrium geometry, with properties calculated with ωB97M-V with the def2-TZVPD basis set.

Last column: natural (NBO) charge in e.
Geometry (Å):
F  2.38256  0.04948  -0.36771  -0.640
Si  0.96348  -0.72275  -0.27552  1.042
Si  -0.74714  0.64511  -0.21970  0.603
Cl  -2.53212  -0.19959  -0.55730  -0.347
H  1.10263  -1.25025  1.15230  -0.131
H  0.56587  -1.70247  -1.47331  -0.157
H  -0.76291  1.07303  2.13355  -0.262
H  -0.97236  2.10744  -0.39231  -0.106

Results
orbital gap: 7.966 eV
charge: 0
HOMO: -0.32278 Eh

Record 7
Below is a cluster of 2 separate species, ClFHOPS in total in a non-equilibrium geometry, with properties calculated with ωB97M-V with the def2-TZVPD basis set.

Last column: Löwdin spin population.
Geometry (Å):
O  -0.46684  0.19600  0.59963  0.056
F  -0.76523  -0.16920  -2.08665  0.522
P  -1.84080  0.07914  -0.12690  0.445
S  -3.16933  1.42025  0.07011  0.863
Cl  -2.27862  -1.77362  0.23501  0.114
H  0.42772  -0.19922  0.39366  0.000

Results
orbital gap (spin up / spin down): 7.661 / 6.037 eV
spin multiplicity: 3
charge: 0
HOMO (spin up / spin down): -0.27406 / -0.39343 Eh

Record 8
Below is a structure of composition ClFe, with properties calculated with ωB97M-V with the def2-TZVPD basis set.

Last column: Löwdin spin population.
Geometry (Å):
Fe  0.89338  -0.19355  1.05975  4.020
Cl  -0.89338  0.19356  -1.05975  0.980

Results
orbital gap (spin up / spin down): 8.435 / 5.585 eV
spin multiplicity: 6
charge: +2
HOMO (spin up / spin down): -0.86560 / -0.84351 Eh

What energy relative to the best compared isomer or geometry (same formula, charge and spin) values result from the calculations? In sequence: 10.7; 50.1; 68.6; 14.1; 11.7; 59.8; 49.0; 36.5 kcal/mol.